(1)
{
  "formula": "C23H42N2O3P2Zn",
  "method": "the ωB97M-V functional and the def2-TZVPD basis",
  "symbols": ["P", "P", "C", "C", "H", "H", "H", "H", "C", "H", "H", "H", "C", "H", "H", "H", "C", "H", "H", "H", "C", "H", "H", "H", "Zn", "C", "C", "C", "C", "C", "C", "C", "C", "C", "H", "H", "H", "H", "H", "H", "H", "H", "H", "H", "H", "H", "H", "H", "H", "C", "C", "C", "C", "C", "C", "O", "N", "C", "O", "N", "C", "O", "H", "H", "H", "H", "H", "H", "H", "H", "H", "H", "H"],
  "coordinates": [[0.868, -0.395, -4.633], [1.090, 2.265, -3.046], [1.088, 1.270, -5.565], [2.129, 1.746, -4.585], [0.145, 1.875, -5.603], [1.471, 1.199, -6.606], [2.752, 0.893, -4.210], [2.838, 2.480, -5.000], [-0.639, 2.787, -3.214], [-0.897, 3.314, -2.284], [-1.366, 1.967, -3.296], [-0.808, 3.488, -4.046], [2.027, 3.830, -2.994], [2.497, 4.066, -3.974], [2.813, 3.648, -2.246], [1.381, 4.662, -2.697], [-0.224, -0.733, -6.088], [-0.482, -1.780, -6.181], [0.224, -0.425, -7.030], [-1.134, -0.156, -5.969], [2.191, -1.428, -5.464], [3.005, -1.698, -4.797], [2.616, -0.972, -6.366], [1.704, -2.353, -5.780], [1.638, 0.794, -1.823], [-2.803, -0.904, -3.629], [-3.458, -1.102, -4.773], [-3.557, -2.375, -5.510], [-2.903, -3.615, -4.840], [-1.417, -3.713, -4.867], [-0.604, -3.292, -3.895], [-1.034, -2.613, -2.650], [-2.467, -1.943, -2.582], [1.496, -0.732, -0.410], [-2.573, 0.129, -3.302], [-3.906, -0.238, -5.289], [-3.254, -2.223, -6.547], [-4.621, -2.586, -5.493], [-3.231, -3.788, -3.791], [-3.297, -4.480, -5.404], [-0.981, -4.125, -5.793], [0.460, -3.314, -4.039], [-0.255, -1.889, -2.373], [-1.023, -3.288, -1.807], [-3.278, -2.711, -2.544], [-2.454, -1.460, -1.577], [2.371, -0.580, 0.240], [1.448, -1.782, -0.733], [0.581, -0.468, 0.116], [0.417, 1.325, 4.682], [1.541, 2.178, 4.120], [1.197, 3.127, 2.920], [0.186, 4.234, 3.384], [-1.188, 3.795, 3.806], [2.499, 3.878, 2.493], [2.949, 4.819, 3.119], [3.169, 3.355, 1.414], [2.654, 2.505, 0.438], [3.393, 2.116, -0.486], [1.332, 2.210, 0.503], [0.667, 2.328, 1.676], [-0.458, 1.815, 1.751], [-0.140, 1.855, 5.463], [0.850, 0.431, 5.141], [-0.274, 1.027, 3.887], [1.928, 2.833, 4.916], [2.379, 1.534, 3.812], [0.681, 4.785, 4.198], [0.094, 4.935, 2.541], [-1.228, 3.520, 4.859], [-1.864, 4.635, 3.659], [-1.530, 2.962, 3.191], [4.103, 3.774, 1.190]],
  "forces_ev_per_a": [[-1.20, -0.18, -4.03], [0.90, 4.71, -4.06], [0.88, -0.49, 0.64], [-0.29, 0.65, 0.10], [0.86, -0.54, 0.22], [-0.22, -0.38, 0.70], [-0.18, 0.63, -0.39], [-0.42, 0.11, 0.63], [-0.68, -0.05, -0.55], [0.36, -0.14, -0.09], [0.42, 0.04, -0.07], [0.21, -0.24, 0.20], [0.16, 0.76, 0.56], [-0.56, -0.11, 0.84], [-0.10, 0.44, -0.17], [0.27, -0.07, 0.23], [-1.43, -1.09, 0.08], [-0.28, -0.11, 0.04], [0.35, 0.00, 0.14], [-0.36, -0.04, -0.01], [0.51, 0.14, 0.42], [0.16, 0.01, 0.09], [-0.20, 0.15, 0.21], [-0.01, 0.06, 0.14], [0.99, -4.52, 6.08], [-0.16, 0.58, 0.69], [0.96, 1.15, 0.06], [-0.70, -0.86, 1.20], [-0.68, -1.02, -0.20], [0.90, 0.22, -0.33], [-0.88, 0.10, -0.68], [-0.82, 0.67, 0.64], [0.83, -0.39, 0.65], [0.56, 0.29, -1.28], [-0.58, -0.50, -0.21], [0.56, -0.23, 0.12], [0.12, -0.19, 0.00], [-0.45, -0.32, -0.60], [-0.10, 0.21, -1.23], [0.14, 0.21, 0.19], [-0.10, 0.18, 0.48], [0.43, -0.39, -0.08], [-0.37, 0.13, -0.13], [0.12, -0.56, 0.29], [0.87, 0.85, 0.26], [-0.25, -0.12, -0.73], [-0.37, -0.07, -0.12], [0.09, 0.33, 0.05], [0.00, 0.06, 0.13], [-0.26, -0.24, 0.02], [0.80, 0.53, -0.38], [0.22, 0.19, -0.62], [1.06, 0.09, -0.61], [-0.57, -0.14, 0.02], [-0.57, -0.23, 1.11], [-0.06, -0.39, -0.36], [1.99, 0.57, -0.56], [-1.58, 0.09, 0.26], [-0.31, 0.16, -0.25], [1.71, -0.10, -0.58], [-1.68, -0.15, 0.37], [0.68, 0.34, 0.19], [0.08, -0.16, -0.23], [-0.13, 0.07, -0.07], [0.11, -0.06, 0.28], [0.06, -0.15, -0.26], [-0.20, 0.12, 0.04], [-0.05, -0.13, -0.36], [0.04, -0.06, 0.19], [-0.06, -0.04, -0.05], [-0.19, 0.04, 0.09], [-0.08, 0.15, 0.20], [-1.26, -0.58, 0.47]],
  "mulliken_charge": [0.477, 1.895, -1.024, -1.564, 0.317, 0.470, 0.404, 0.685, -0.862, 0.463, 0.079, 0.424, -1.267, 0.394, 0.365, 0.391, -1.374, 0.220, 0.601, 0.288, -1.596, 0.379, 0.412, 0.486, 0.130, 0.517, -0.959, -0.519, -0.929, -0.542, -0.559, 0.248, -1.320, -1.224, 0.132, 0.355, 0.361, 0.448, 0.243, 0.504, 0.334, 0.747, -0.616, 0.547, 0.405, 0.499, 0.378, 0.450, 0.206, -1.176, -0.872, 1.900, -0.870, -1.200, -0.400, -0.653, 0.045, 0.010, -0.725, 0.130, -0.312, -0.751, 0.292, 0.360, 0.314, 0.418, 0.462, 0.370, 0.477, 0.285, 0.392, 0.273, 0.330],
  "largest_force_ev_per_a": 7.638,
  "homo_lumo_gap_ev": 8.540,
  "e_lumo_ev": 0.11,
  "e_above_lowest_kcal_mol": 13.47
}

(2)
{
  "formula": "C3H10NP",
  "method": "the ωB97M-V functional and the def2-TZVPD basis",
  "symbols": ["C", "P", "C", "C", "N", "H", "H", "H", "H", "H", "H", "H", "H", "H", "H"],
  "coordinates": [[0.799, 1.539, -0.255], [0.298, -0.272, -0.119], [-1.281, -0.280, -1.068], [-0.056, -0.592, 1.659], [1.144, -1.630, -0.653], [1.284, 1.611, -1.241], [-0.042, 2.312, -0.081], [1.528, 1.731, 0.549], [-1.720, -0.944, -0.373], [-1.844, 0.633, -1.031], [-1.296, -0.717, -2.070], [-0.291, -1.651, 2.023], [0.709, -0.373, 2.407], [-0.971, 0.083, 1.672], [1.738, -1.450, -1.419]],
  "forces_ev_per_a": [[-0.32, -0.08, 1.05], [2.18, -3.09, -2.00], [0.49, 0.34, 0.77], [-1.79, -0.19, -0.16], [-1.73, 3.03, 2.53], [-0.30, 0.33, 0.38], [1.11, -1.51, -0.61], [0.04, 0.00, -0.47], [-1.49, -1.20, 0.28], [-0.22, 0.58, -0.02], [0.58, 0.06, 0.39], [-0.21, 1.24, -1.51], [0.12, 0.99, -0.59], [0.81, -0.76, 1.27], [0.74, 0.25, -1.30]],
  "mulliken_charge": [-1.042, 0.756, -1.043, -1.032, -0.760, 0.309, 0.329, 0.350, 0.332, 0.334, 0.319, 0.296, 0.362, 0.307, 0.184],
  "largest_force_ev_per_a": 4.310,
  "homo_lumo_gap_ev": 8.600,
  "e_lumo_ev": 0.76,
  "e_above_lowest_kcal_mol": 35.86,
  "smiles": "CP(C)(C)=N"
}

(3)
{
  "formula": "C3H5N3",
  "method": "the ωB97M-V functional and the def2-TZVPD basis",
  "symbols": ["H", "N", "C", "N", "C", "C", "N", "H", "H", "H", "H"],
  "coordinates": [[2.700, -0.090, 0.246], [1.806, -0.254, 0.605], [1.287, -1.211, -0.058], [-0.067, -1.627, 0.186], [-0.773, -0.691, -0.084], [-1.046, 0.495, -0.501], [-1.184, 1.577, 0.269], [1.755, -1.859, -0.796], [-1.527, 0.509, -1.411], [-0.819, 1.338, 1.172], [-2.131, 1.814, 0.372]],
  "forces_ev_per_a": [[1.98, 0.37, -0.43], [-2.19, -1.24, -0.44], [0.25, -0.21, 1.11], [2.10, -1.89, 0.65], [-0.56, 0.09, 0.04], [-1.18, -0.88, -1.09], [1.03, 1.94, 1.85], [0.34, 0.19, -0.13], [-0.62, 0.31, -2.36], [0.28, 0.54, 0.64], [-1.42, 0.78, 0.17]],
  "mulliken_charge": [0.230, -0.558, 0.151, -0.575, 0.422, -0.429, -0.485, 0.377, 0.362, 0.270, 0.234],
  "largest_force_ev_per_a": 2.894,
  "homo_lumo_gap_ev": 9.302,
  "e_lumo_ev": 1.00,
  "e_above_lowest_kcal_mol": 72.03,
  "smiles": "[H]/N=C/N=C=CN"
}

(4)
{
  "formula": "C6H10O",
  "method": "the ωB97M-V functional and the def2-TZVPD basis",
  "symbols": ["C", "C", "C", "C", "C", "C", "O", "H", "H", "H", "H", "H", "H", "H", "H", "H", "H"],
  "coordinates": [[2.403, -0.188, -0.400], [1.356, 0.257, -1.088], [0.105, -0.527, -1.370], [-1.104, 0.047, -0.613], [-1.082, -0.435, 0.834], [-1.140, 0.607, 1.924], [-1.047, -1.622, 1.081], [3.275, 0.436, -0.225], [2.427, -1.196, 0.010], [1.370, 1.279, -1.474], [-0.100, -0.521, -2.448], [0.228, -1.572, -1.064], [-2.036, -0.311, -1.069], [-1.114, 1.143, -0.661], [-2.171, 0.980, 1.962], [-0.487, 1.460, 1.713], [-0.884, 0.166, 2.889]],
  "forces_ev_per_a": [[-0.10, 0.04, -0.06], [0.13, -0.03, 0.09], [0.05, -0.10, -0.05], [-0.04, 0.04, -0.03], [0.00, -0.21, 0.07], [-0.02, -0.03, 0.08], [0.04, 0.45, -0.06], [-0.15, -0.08, -0.02], [-0.04, 0.12, -0.08], [0.02, -0.13, 0.06], [0.03, 0.05, 0.14], [0.01, 0.14, -0.09], [0.12, -0.01, 0.12], [0.00, -0.17, 0.01], [0.11, 0.05, 0.03], [-0.09, -0.17, -0.05], [-0.08, 0.03, -0.15]],
  "mulliken_charge": [-0.730, -0.124, -0.597, -0.537, 0.654, -1.186, -0.572, 0.268, 0.252, 0.285, 0.302, 0.334, 0.355, 0.318, 0.313, 0.327, 0.338],
  "largest_force_ev_per_a": 0.460,
  "homo_lumo_gap_ev": 10.558,
  "e_lumo_ev": 0.98,
  "e_above_lowest_kcal_mol": 6.10,
  "smiles": "C=CCCC(C)=O"
}

(5)
{
  "formula": "C3H9N2S",
  "method": "the ωB97M-V functional and the def2-TZVPD basis",
  "symbols": ["N", "C", "N", "C", "C", "S", "H", "H", "H", "H", "H", "H", "H", "H", "H"],
  "coordinates": [[1.012, 0.235, 2.300], [0.952, 0.222, 0.829], [0.122, -0.871, 0.312], [-1.063, -0.425, -0.519], [-0.480, 0.219, -1.805], [-1.955, 1.106, -2.546], [1.458, -0.435, 2.904], [0.072, 0.325, 2.674], [1.956, 0.349, 0.403], [0.397, 1.203, 0.620], [0.671, -1.435, -0.315], [-1.640, -1.279, -0.865], [-1.754, 0.247, -0.071], [0.148, 1.059, -1.569], [0.103, -0.520, -2.352]],
  "forces_ev_per_a": [[-0.42, 1.24, 0.58], [-1.70, 0.98, 0.84], [-0.52, 0.16, 0.20], [2.85, -0.54, -1.57], [-2.42, 1.09, 0.76], [0.47, -0.53, -0.71], [0.47, -0.68, -0.88], [0.14, 0.05, -0.27], [-0.22, -0.48, 0.07], [0.84, -1.22, 0.01], [0.18, -0.27, -0.10], [0.00, -0.33, 0.33], [-0.13, 0.63, 0.89], [0.71, 0.05, 0.36], [-0.26, -0.13, -0.50]],
  "mulliken_charge": [-0.599, -0.338, -0.510, -0.752, -0.626, -0.695, 0.192, 0.226, 0.319, 0.283, 0.297, 0.325, 0.361, 0.207, 0.310],
  "largest_force_ev_per_a": 3.301,
  "homo_lumo_gap_ev": 6.217,
  "charge": -1,
  "e_lumo_ev": 3.90,
  "e_above_lowest_kcal_mol": 30.72,
  "smiles": "NCNCC[S-]"
}

(6)
{
  "formula": "C3H10NO3S",
  "method": "the ωB97M-V functional and the def2-TZVPD basis",
  "symbols": ["O", "C", "N", "C", "C", "S", "H", "H", "H", "H", "H", "H", "H", "H", "O", "H", "H", "O"],
  "coordinates": [[2.645, -0.964, 0.484], [1.475, -0.853, 0.309], [0.960, 0.285, -0.288], [-0.399, 0.360, -0.678], [-0.923, 1.714, -1.306], [-1.073, 2.814, 0.158], [0.797, -1.728, 0.103], [1.578, 1.085, -0.449], [-1.145, -0.045, 0.035], [-0.474, -0.341, -1.416], [-1.843, 1.305, -1.703], [-0.146, 2.225, -1.997], [-2.727, -1.698, -0.225], [-1.425, -2.572, 0.283], [-1.935, -2.270, -0.507], [2.311, 0.312, 2.223], [0.854, 0.556, 2.518], [1.469, -0.184, 2.456]],
  "forces_ev_per_a": [[2.97, -1.04, 0.72], [-1.61, 1.48, -4.39], [1.00, -0.29, 1.65], [-1.15, 1.33, -0.61], [2.37, -0.55, 2.28], [-0.39, 0.52, -0.21], [-0.02, 0.40, 1.14], [-0.46, -0.49, 0.49], [0.67, 1.01, 0.36], [-0.44, -2.08, -2.56], [-0.43, 0.93, -0.82], [-1.58, -1.35, 0.50], [2.12, -1.38, -0.20], [-1.01, 0.73, -0.73], [-1.30, 0.35, 0.94], [-1.30, -1.28, 0.21], [-0.44, 0.04, 0.04], [0.99, 1.68, 1.19]],
  "mulliken_charge": [-0.596, 0.088, -0.023, -0.567, -0.748, -0.685, 0.116, 0.241, 0.170, 0.480, 0.282, 0.247, 0.334, 0.338, -0.671, 0.326, 0.339, -0.671],
  "largest_force_ev_per_a": 4.906,
  "homo_lumo_gap_ev": 5.912,
  "charge": -1,
  "e_lumo_ev": 3.26,
  "e_above_lowest_kcal_mol": 68.88
}